{"formula": "C38H42BCl7MnN8O3P", "method": "ωB97M-V with the def2-TZVPD basis set", "species": ["Mn", "B", "N", "C", "C", "C", "N", "N", "C", "C", "C", "N", "H", "H", "H", "H", "H", "H", "H", "H", "Cl", "C", "C", "C", "Cl", "C", "Cl", "C", "Cl", "C", "Cl", "Cl", "C", "C", "C", "C", "C", "Cl", "C", "N", "C", "C", "C", "C", "C", "C", "C", "C", "O", "O", "H", "H", "H", "H", "H", "H", "H", "H", "H", "H", "O", "P", "N", "C", "C", "C", "C", "N", "C", "C", "C", "C", "N", "C", "C", "C", "C", "H", "H", "H", "H", "H", "H", "H", "H", "H", "H", "H", "H", "H", "H", "H", "H", "H", "H", "H", "H", "H", "H", "H", "H"], "positions_angstrom": [[2.098, 1.053, -0.618], [4.018, -0.113, 1.841], [2.895, 0.904, 2.215], [2.569, 1.334, 3.433], [1.432, 2.126, 3.346], [1.127, 2.139, 1.997], [2.015, 1.393, 1.323], [4.684, 0.431, 0.541], [5.984, 0.520, 0.297], [6.182, 1.015, -0.991], [4.913, 1.208, -1.484], [4.001, 0.842, -0.554], [4.844, -0.088, 2.712], [3.541, -1.197, 1.659], [3.167, 1.045, 4.281], [0.917, 2.629, 4.145], [0.342, 2.655, 1.471], [6.690, 0.225, 1.054], [7.117, 1.208, -1.485], [4.593, 1.589, -2.437], [2.122, 0.785, -2.777], [1.027, 3.615, -1.523], [2.030, 3.064, -0.730], [2.935, 3.963, -0.143], [4.191, 3.455, 0.910], [2.865, 5.333, -0.411], [4.009, 6.413, 0.268], [1.862, 5.843, -1.234], [1.767, 7.518, -1.556], [0.930, 4.978, -1.789], [-0.334, 5.568, -2.787], [-5.358, -0.943, -0.486], [-4.971, -0.320, 1.083], [-5.757, -0.684, 2.163], [-5.449, -0.199, 3.425], [-4.378, 0.661, 3.602], [-3.624, 1.032, 2.502], [-2.331, 2.175, 2.716], [-3.879, 0.540, 1.222], [-3.089, 0.884, 0.108], [-3.559, 1.897, -0.768], [-4.704, 2.635, -0.484], [-5.156, 3.597, -1.371], [-4.471, 3.845, -2.552], [-3.335, 3.107, -2.839], [-2.878, 2.128, -1.966], [-1.673, 1.291, -2.322], [-0.435, 1.778, -1.649], [0.043, 2.882, -2.170], [0.084, 1.227, -0.678], [-6.596, -1.346, 2.007], [-6.055, -0.486, 4.274], [-4.135, 1.062, 4.576], [-2.106, 0.959, 0.342], [-5.242, 2.460, 0.439], [-6.048, 4.161, -1.132], [-4.823, 4.596, -3.245], [-2.797, 3.279, -3.764], [-1.483, 1.346, -3.396], [-1.809, 0.253, -2.030], [1.727, -0.756, -0.211], [0.695, -1.876, -0.123], [-0.190, -1.963, -1.504], [-1.607, -2.313, -1.736], [-1.744, -2.358, -3.272], [-0.381, -1.926, -3.826], [0.583, -2.300, -2.714], [1.620, -3.212, 0.057], [3.046, -3.345, -0.302], [3.117, -4.734, -0.920], [2.111, -5.527, -0.088], [0.970, -4.531, 0.148], [-0.318, -1.691, 1.148], [0.354, -1.563, 2.462], [-0.811, -1.357, 3.409], [-1.852, -2.337, 2.872], [-1.641, -2.339, 1.349], [-2.259, -1.566, -1.287], [-1.866, -3.280, -1.303], [-2.555, -1.718, -3.618], [-1.978, -3.373, -3.593], [-0.341, -0.848, -3.987], [-0.138, -2.415, -4.768], [1.513, -1.732, -2.743], [0.827, -3.370, -2.742], [3.665, -3.280, 0.596], [3.352, -2.545, -0.974], [4.121, -5.153, -0.882], [2.804, -4.699, -1.966], [2.555, -5.813, 0.866], [1.762, -6.434, -0.579], [0.503, -4.674, 1.126], [0.190, -4.631, -0.616], [1.057, -0.738, 2.444], [0.904, -2.480, 2.707], [-1.164, -0.327, 3.333], [-0.542, -1.550, 4.446], [-2.873, -2.058, 3.129], [-1.669, -3.334, 3.276], [-2.411, -1.767, 0.839], [-1.659, -3.358, 0.961]], "mulliken_spin": [1.32, -0.01, 0.00, 0.01, 0.00, 0.01, -0.07, 0.01, 0.01, 0.00, 0.01, -0.07, 0.00, 0.00, 0.00, 0.00, 0.00, 0.00, 0.00, 0.00, -0.05, 0.02, -0.15, -0.01, 0.00, -0.01, 0.00, 0.00, 0.00, -0.01, 0.00, 0.00, 0.00, 0.00, 0.00, 0.00, 0.00, 0.00, 0.00, 0.00, 0.00, 0.00, 0.00, 0.00, 0.00, 0.00, 0.00, -0.01, -0.01, 0.00, 0.00, 0.00, 0.00, 0.00, 0.00, 0.00, 0.00, 0.00, 0.00, 0.00, -0.01, 0.01, 0.01, 0.00, 0.00, 0.00, 0.01, 0.00, 0.00, 0.00, 0.00, 0.00, 0.00, 0.00, 0.00, 0.00, 0.00, 0.00, 0.00, 0.00, 0.00, 0.00, 0.00, -0.01, 0.00, 0.00, 0.00, 0.00, 0.00, 0.00, 0.00, 0.00, 0.00, 0.00, 0.00, 0.00, 0.00, 0.00, 0.00, 0.00, 0.00], "multiplicity": 2, "e_tot_ev": -187092.4508, "charge": 1, "e_lumo_ev": [-5.88, -4.50]}